[1]
{
  "formula": "C5H12NS",
  "method": "ωB97M-V/def2-TZVPD",
  "species": ["C", "C", "C", "C", "C", "N", "S", "H", "H", "H", "H", "H", "H", "H", "H", "H", "H", "H", "H"],
  "coordinates": [[0.9568, -0.5560, 0.0568], [0.9453, -1.9676, -0.1012], [2.3424, 0.0374, -0.0737], [-0.2204, 1.6853, 0.3021], [-2.9024, 0.2926, -0.2428], [-0.1064, 0.2025, 0.2502], [-1.6014, -0.5972, 0.6032], [1.5974, -2.3446, -0.8440], [-0.1094, -2.2905, -0.0598], [1.3981, -2.2380, 0.8628], [2.6079, 0.5616, 0.8194], [2.2142, 0.6151, -1.0563], [3.0351, -0.7648, -0.2722], [-1.0960, 1.8429, 0.8958], [-0.1200, 2.1332, -0.7431], [0.6275, 2.0548, 0.9057], [-3.6853, -0.3350, -0.3289], [-2.5756, 0.5429, -1.1965], [-3.3075, 1.1254, 0.2227]],
  "smiles": "CS[N+](C)=C(C)C",
  "total_energy_ev": -17696.8859,
  "mol_weight_g_mol": 118.22,
  "gap_ev": 9.572,
  "charge": 1,
  "multiplicity": 1,
  "e_homo_ev": -13.4,
  "relative_energy_ev": 1.801,
  "lumo_ev": -3.9
}



[2]
{
  "formula": "C5H12NS",
  "method": "ωB97M-V/def2-TZVPD",
  "species": ["C", "C", "C", "C", "C", "N", "S", "H", "H", "H", "H", "H", "H", "H", "H", "H", "H", "H", "H"],
  "coordinates": [[-1.9671, -0.0408, -0.4260], [-0.2756, -0.4430, 0.5933], [-3.0153, 0.7574, 0.1487], [1.4971, 0.7627, -0.5668], [1.7794, -1.5657, 0.2199], [0.8659, -0.4966, -0.3028], [-1.6126, -1.7116, 0.2800], [-1.6644, 0.0487, -1.3720], [-0.0036, -0.0808, 1.5472], [-3.0959, 0.3847, 1.2434], [-4.0234, 0.5773, -0.2984], [-2.7183, 1.7337, -0.0707], [2.1287, 1.2123, 0.3222], [2.2521, 0.8102, -1.4671], [0.8208, 1.4304, -0.9631], [1.4036, -2.5401, 0.5648], [2.6359, -1.6454, -0.4524], [2.3982, -1.0775, 1.1070], [0.3596, -0.9753, -1.1802]],
  "total_energy_ev": -17694.3616,
  "mol_weight_g_mol": 118.22,
  "gap_ev": 10.184,
  "charge": 1,
  "multiplicity": 1,
  "e_homo_ev": -13.4,
  "relative_energy_ev": 4.325,
  "lumo_ev": -3.2
}



[3]
{
  "formula": "C5H12NS2",
  "method": "ωB97M-V/def2-TZVPD",
  "species": ["C", "S", "S", "C", "H", "H", "H", "H", "H", "H", "C", "C", "C", "N", "H", "H", "H", "H", "H", "H"],
  "coordinates": [[2.7142, 1.3453, 0.0716], [1.2443, 1.9406, -0.8175], [-0.2470, 1.9684, 0.6650], [-1.7073, 2.2282, -0.3626], [2.6218, 1.5856, 1.1241], [2.8434, 0.2752, -0.0739], [3.5887, 1.8232, -0.3637], [-1.4629, 2.4214, -1.4057], [-2.3648, 1.3732, -0.2266], [-2.2210, 3.1306, -0.0331], [-0.6234, -2.4231, 0.4361], [-0.3094, -2.6983, 1.6912], [-0.6447, -0.9606, -1.3938], [-0.3509, -1.1566, -0.1669], [-1.1488, -3.0732, -0.2506], [0.2648, -1.9705, 2.2561], [-0.4954, -3.6693, 2.1220], [-0.5197, 0.0230, -1.8154], [-1.0665, -1.7817, -1.9595], [-0.1155, -0.3815, 0.5033]],
  "total_energy_ev": -28532.0630,
  "mol_weight_g_mol": 150.29,
  "gap_ev": 6.702,
  "charge": 1,
  "multiplicity": 1,
  "e_homo_ev": -11.7,
  "relative_energy_ev": 2.111,
  "lumo_ev": -5.0
}



[4]
{
  "formula": "C5H12O",
  "method": "ωB97M-V/def2-TZVPD",
  "species": ["C", "C", "C", "C", "C", "O", "H", "H", "H", "H", "H", "H", "H", "H", "H", "H", "H", "H"],
  "coordinates": [[-1.2207, 0.8233, -1.3807], [-0.6555, -0.3874, -0.6135], [-1.7389, -0.9119, 0.3781], [0.5994, -0.0520, 0.1967], [1.8971, 0.1999, -0.5566], [2.9048, 0.3782, 0.4276], [-0.6817, 1.7699, -1.2359], [-2.1901, 0.9235, -0.9112], [-1.3799, 0.6771, -2.4572], [-0.4367, -1.1976, -1.3225], [-1.8679, -0.2419, 1.2426], [-1.4596, -1.8920, 0.7743], [-2.7428, -1.0140, -0.0610], [0.3900, 0.8355, 0.8078], [0.7845, -0.8741, 0.8944], [1.8194, 1.0901, -1.2009], [2.1365, -0.6561, -1.2057], [3.7399, 0.5689, -0.0152]],
  "smiles": "CC(C)CCO",
  "total_energy_ev": -7426.7513,
  "mol_weight_g_mol": 88.15,
  "gap_ev": 11.321,
  "multiplicity": 1,
  "e_homo_ev": -10.3,
  "relative_energy_ev": 0.560,
  "lumo_ev": 1.0
}



[5]
{
  "formula": "C5H12O",
  "method": "ωB97M-V/def2-TZVPD",
  "species": ["C", "C", "C", "O", "C", "C", "H", "H", "H", "H", "H", "H", "H", "H", "H", "H", "H", "H"],
  "coordinates": [[2.8429, -0.3630, 0.5770], [1.6063, -0.6658, -0.2665], [0.4540, 0.2719, 0.0505], [-0.6186, -0.0243, -0.8122], [-1.7830, 0.7457, -0.5838], [-2.8816, -0.1067, 0.0277], [3.6695, -1.0347, 0.3226], [2.6335, -0.4800, 1.6474], [3.1935, 0.6639, 0.4153], [1.2701, -1.6966, -0.1015], [1.8440, -0.5773, -1.3337], [0.1499, 0.1603, 1.1076], [0.7711, 1.3201, -0.0906], [-2.1136, 1.1431, -1.5530], [-1.5651, 1.6064, 0.0671], [-3.7999, 0.4822, 0.1335], [-2.5892, -0.4821, 1.0155], [-3.0840, -0.9632, -0.6228]],
  "smiles": "CCCOCC",
  "total_energy_ev": -7426.7029,
  "mol_weight_g_mol": 88.15,
  "gap_ev": 10.799,
  "multiplicity": 1,
  "e_homo_ev": -9.6,
  "relative_energy_ev": 0.608,
  "lumo_ev": 1.2
}



[6]
{
  "formula": "C5H12O",
  "method": "ωB97M-V/def2-TZVPD",
  "species": ["C", "O", "C", "C", "C", "C", "H", "H", "H", "H", "H", "H", "H", "H", "H", "H", "H", "H"],
  "coordinates": [[2.7837, 0.2363, 0.2288], [1.4611, 0.6865, 0.0426], [0.5296, -0.3576, -0.1316], [-0.8622, 0.2137, -0.3852], [-1.3918, 1.0001, 0.8141], [-1.8040, -0.9328, -0.7550], [2.9362, -0.7530, -0.2254], [3.0547, 0.1568, 1.2920], [3.4633, 0.9588, -0.2383], [0.8337, -0.9810, -0.9915], [0.4927, -1.0255, 0.7494], [-0.7714, 0.8972, -1.2406], [-0.7225, 1.8243, 1.0740], [-2.3852, 1.4187, 0.6113], [-1.4878, 0.3477, 1.6916], [-1.4308, -1.4773, -1.6296], [-1.8878, -1.6469, 0.0755], [-2.8114, -0.5659, -0.9821]],
  "smiles": "COCC(C)C",
  "total_energy_ev": -7426.6655,
  "mol_weight_g_mol": 88.15,
  "gap_ev": 10.867,
  "multiplicity": 1,
  "e_homo_ev": -9.7,
  "relative_energy_ev": 0.646,
  "lumo_ev": 1.1
}



[7]
{
  "formula": "C5H12O",
  "method": "ωB97M-V/def2-TZVPD",
  "species": ["C", "C", "C", "C", "O", "C", "H", "H", "H", "H", "H", "H", "H", "H", "H", "H", "H", "H"],
  "coordinates": [[-1.8139, -0.8775, 0.3433], [-0.8819, -0.0321, -0.5099], [-0.4904, 1.3475, -0.0094], [1.0346, 1.4527, -0.1106], [1.7150, 0.3085, 0.4370], [1.6292, -1.1718, 0.1208], [-1.5789, -0.7524, 1.4101], [-1.6726, -1.9411, 0.1045], [-2.8636, -0.6327, 0.1861], [-1.1092, -0.0549, -1.5791], [0.0494, -0.5443, -0.4476], [-0.9385, 2.1587, -0.5907], [-0.7848, 1.4773, 1.0397], [1.3359, 1.6896, -1.1467], [1.3366, 2.3286, 0.4910], [1.9686, -1.5449, 1.0746], [2.3038, -1.3529, -0.7111], [0.7608, -1.8582, -0.1020]],
  "smiles": "CCCCOC",
  "total_energy_ev": -7424.6863,
  "mol_weight_g_mol": 88.15,
  "gap_ev": 10.746,
  "multiplicity": 1,
  "e_homo_ev": -9.7,
  "relative_energy_ev": 2.625,
  "lumo_ev": 1.1
}



Question: multiplicity of number 2 (C5H12NS)?
Answer: 1